No. 1
Formula: C2H3N3O
Source: the Open Molecules 2025 dataset
Level of theory: ωB97M-V with the def2-TZVPD basis set

Geometry (Å):
C (1.211, 0.014, -0.313)
C (-0.782, 0.056, 0.504)
N (2.051, 0.670, 0.656)
N (2.139, -0.543, 0.586)
N (-1.881, -0.457, -0.235)
O (-1.692, 0.941, -0.021)
H (1.220, 0.011, -1.486)
H (-0.558, -0.052, 1.566)
H (-1.708, -0.640, -1.256)

Calculated values
E_tot, eV: -8632.733
2S+1: 1
HOMO, eV: -9.6
Maximum force, eV/A: 5.27



No. 2
Formula: C2H3N3O
Source: the Open Molecules 2025 dataset
Level of theory: ωB97M-V with the def2-TZVPD basis set

Geometry (Å):
C (0.167, -1.701, -0.366)
C (0.235, 0.760, 0.032)
N (0.306, -0.407, 0.241)
O (-0.982, 2.534, 1.454)
N (-0.479, 2.931, 0.440)
N (0.303, 1.988, -0.240)
H (-0.652, -1.711, -1.090)
H (1.108, -1.934, -0.872)
H (-0.007, -2.458, 0.400)

Calculated values
E_tot, eV: -8636.592
2S+1: 1
HOMO, eV: -9.8
Maximum force, eV/A: 0.92



No. 3
Formula: C2H3N3O2
Source: the Open Molecules 2025 dataset
Level of theory: ωB97M-V with the def2-TZVPD basis set

Geometry (Å):
C (0.148, -0.506, 0.217)
C (-0.083, 0.654, -0.497)
H (0.263, 0.082, 2.059)
H (0.418, -1.674, 1.791)
H (0.077, 2.474, -0.929)
N (0.653, -0.750, 1.458)
N (-0.765, -0.958, -1.753)
N (-0.526, 0.291, -1.713)
O (-0.393, -1.520, -0.472)
O (0.208, 1.906, -0.160)

Calculated values
E_tot, eV: -10685.537
2S+1: 1
HOMO, eV: -8.5
Maximum force, eV/A: 3.39



No. 4
Formula: C2H3N3O2
Source: the Open Molecules 2025 dataset
Level of theory: ωB97M-V with the def2-TZVPD basis set

Geometry (Å):
C (0.186, -0.343, -0.118)
C (-0.366, 1.009, -0.084)
H (-2.683, -0.412, -0.453)
H (-0.537, -2.155, -0.073)
H (3.151, -0.396, 0.404)
N (-0.826, -1.130, -0.243)
N (1.348, -0.732, 0.034)
N (-0.665, 2.110, -0.027)
O (-2.091, -0.515, 0.322)
O (2.359, 0.168, 0.050)

Calculated values
E_tot, eV: -10682.695
2S+1: 1
HOMO, eV: -9.3
Maximum force, eV/A: 6.58



No. 5
Formula: C2H3N3O2
Source: the Open Molecules 2025 dataset
Level of theory: ωB97M-V with the def2-TZVPD basis set

Geometry (Å):
C (-0.721, 0.041, -0.085)
C (1.302, 0.162, -0.181)
H (-2.279, -1.135, -0.108)
H (-2.696, 0.467, 0.021)
H (2.797, -1.089, 0.293)
N (-1.979, -0.205, 0.141)
N (0.276, -0.759, -0.166)
N (1.005, 1.365, -0.064)
O (2.677, -0.145, 0.122)
O (-0.381, 1.299, 0.026)

Calculated values
E_tot, eV: -10686.453
2S+1: 1
HOMO, eV: -9.6
Maximum force, eV/A: 5.89



No. 6
Formula: C2H3N3O2
Source: the Open Molecules 2025 dataset
Level of theory: ωB97M-V with the def2-TZVPD basis set

Geometry (Å):
C (-0.125, -0.810, 1.161)
C (0.263, 0.784, -0.683)
N (-1.302, -1.098, 0.496)
N (-0.916, 0.228, -1.300)
N (0.695, 0.083, 0.462)
O (0.310, -1.317, 2.143)
O (-1.593, -0.668, -0.689)
H (0.932, 0.932, -1.535)
H (0.035, 1.836, -0.594)
H (1.699, 0.031, 0.540)

Calculated values
E_tot, eV: -10682.225
2S+1: 1
HOMO (spin up / spin down), eV: -9.8 / -10.0
Maximum force, eV/A: 4.13



No. 7
Formula: C2H3N3O2
Source: the Open Molecules 2025 dataset
Level of theory: ωB97M-V with the def2-TZVPD basis set

Geometry (Å):
C (1.806, -0.892, -0.024)
C (0.042, 0.887, -0.041)
H (2.372, 0.012, -0.154)
H (1.919, -1.403, 0.992)
H (1.995, -1.630, -0.857)
N (0.456, -0.424, -0.017)
N (-1.709, -0.496, -0.004)
N (-1.366, 0.693, -0.043)
O (-0.624, -1.275, 0.054)
O (0.743, 1.854, 0.053)

Calculated values
E_tot, eV: -10684.412
2S+1: 1
HOMO, eV: -10.2
Maximum force, eV/A: 2.60



No. 8
Formula: C2H3N3O2
Source: the Open Molecules 2025 dataset
Level of theory: ωB97M-V with the def2-TZVPD basis set

Geometry (Å):
C (-0.313, 0.879, 1.318)
C (0.464, 0.465, 0.322)
N (-1.011, 1.278, 2.138)
N (1.219, -0.707, 0.245)
N (-1.075, -0.193, -0.988)
O (-0.654, -1.163, -1.524)
O (-2.037, 0.428, -1.275)
H (0.981, 1.330, -0.131)
H (1.642, -0.820, -0.681)
H (0.784, -1.498, 0.577)

Calculated values
E_tot, eV: -10683.027
2S+1: 1
HOMO (spin up / spin down), eV: -9.4 / -9.4
Maximum force, eV/A: 6.22